2 unconnected molecules or ions with the total composition C4H12NO3. Source: the OMol25 dataset; level of theory: wB97M-V/def2-TZVPD.

CARTESIAN COORDINATES (ANGSTROEM)
C (0.284, -1.568, 0.959)
C (-0.619, -0.308, 1.161)
C (-0.554, 0.990, 0.220)
C (-0.869, 0.748, -1.293)
O (-1.233, 1.811, -1.996)
O (-0.777, -0.329, -1.847)
N (-0.264, -2.509, -0.052)
H (1.339, -1.349, 0.721)
H (0.218, -2.155, 1.899)
H (-0.305, 0.064, 2.159)
H (-1.668, -0.383, 1.478)
H (0.484, 1.294, -0.150)
H (-1.137, 1.909, 0.537)
H (-1.469, 1.540, -2.898)
H (-0.778, -2.018, -0.896)
H (0.432, -3.113, -0.496)
H (-0.975, -3.065, 0.474)
H (2.196, 3.444, -0.178)
H (3.309, 2.486, 0.236)
O (2.384, 2.510, -0.038)

Output
Total energy   -439.84007 a.u.
Multiplicity   1
Energy above the lowest of the compared OMol25 structures with the same formula, charge and spin   21.63 kcal/mol
Frontier orbital gap   10.941 eV
Total charge   +1